This record from the OMol25 dataset describes a cluster of 3 separate species, C28H59FN3O13P2 in total at a distorted geometry. The level of theory is wB97M-V/def2-TZVPD.

Total charge: +1
LUMO: -2.22 eV
Multiplicity: 1
Highest occupied orbital energy: -11.98 eV
Gap between HOMO and LUMO: 0.359 Ha

XYZ file:
```
106
C28H59FN3O13P2, DFT wB97M-V/def2-TZVPD
C -0.379 -5.461 -1.653
C -0.017 -5.288 -0.116
C -0.736 -4.041 0.539
C -0.320 -2.640 -0.130
C 1.210 -2.719 -0.517
C -0.685 -1.368 0.775
P 0.655 -1.251 2.065
N -0.041 -0.567 3.352
O 2.021 -0.415 1.545
O 1.233 -2.746 2.627
C -2.045 -1.721 1.487
C -2.872 -0.530 2.028
N -2.371 0.868 1.894
C -3.637 1.688 2.047
O -3.453 2.993 2.516
C -4.187 3.265 3.727
C -1.479 1.210 0.752
C -0.186 2.002 1.259
C -0.485 3.268 2.110
N -0.093 4.457 1.855
C -2.172 2.247 -0.250
C -1.364 2.648 -1.528
P -1.477 4.494 -1.948
O -2.953 4.844 -1.824
O -0.598 5.472 -0.927
C 0.796 5.615 -1.304
C 1.478 6.483 -0.148
O -1.000 4.841 -3.513
C -0.684 3.691 -4.315
C 0.745 3.047 -3.988
C -0.941 -0.053 -0.087
F 0.287 0.220 -0.685
O -1.974 -0.381 -0.985
C -1.629 -0.456 -2.365
C -3.001 -0.248 -3.174
H 0.326 -4.943 -2.342
H -0.399 -6.548 -1.940
H -1.444 -5.113 -1.757
H -0.474 -6.185 0.393
H 1.075 -5.346 0.099
H -0.711 -4.040 1.651
H -1.825 -4.173 0.261
H -0.884 -2.658 -1.099
H 1.726 -1.735 -0.618
H 1.827 -3.329 0.197
H 1.316 -3.231 -1.513
H 0.002 -1.219 4.137
H 2.576 -0.350 2.344
H 1.475 -2.691 3.567
H -2.672 -2.256 0.725
H -1.801 -2.386 2.357
H -3.051 -0.698 3.126
H -3.904 -0.583 1.580
H -1.831 1.065 2.759
H -4.331 1.588 1.168
H -4.212 1.168 2.873
H -3.989 4.337 3.998
H -5.278 3.204 3.487
H -3.859 2.585 4.550
H 0.459 2.346 0.412
H 0.480 1.386 1.911
H -1.038 3.105 3.082
H -0.410 5.071 2.616
H -2.414 3.224 0.263
H -3.167 1.860 -0.602
H -1.882 2.181 -2.411
H -0.281 2.387 -1.567
H 1.292 4.613 -1.305
H 0.880 6.178 -2.262
H 2.033 7.343 -0.591
H 0.706 6.815 0.597
H 2.148 5.787 0.423
H -1.498 2.922 -4.369
H -0.582 4.076 -5.367
H 1.273 3.681 -3.238
H 0.612 1.980 -3.683
H 1.375 3.081 -4.919
H -1.236 -1.437 -2.734
H -0.945 0.328 -2.763
H -2.719 0.207 -4.163
H -3.740 0.360 -2.605
H -3.387 -1.272 -3.435
C 4.226 -0.488 -9.013
O 4.339 0.025 -7.685
C 3.425 -0.449 -6.837
O 2.557 -1.238 -7.099
O 3.643 0.107 -5.639
C 2.730 -0.315 -4.631
H 5.016 -0.034 -9.607
H 4.362 -1.569 -9.021
H 3.264 -0.218 -9.449
H 2.808 -1.391 -4.467
H 1.709 -0.040 -4.898
H 2.996 0.195 -3.706
C 4.019 -4.024 5.336
O 2.889 -3.619 6.112
C 2.802 -4.227 7.304
O 3.568 -5.042 7.734
O 1.714 -3.764 7.924
C 1.495 -4.330 9.218
H 3.988 -3.474 4.396
H 4.950 -3.780 5.849
H 3.972 -5.090 5.112
H 2.326 -4.099 9.885
H 1.349 -5.408 9.147
H 0.590 -3.882 9.623
```

This record from the OMol25 dataset describes a structure of composition C28H60AsF12O16V at a distorted geometry. The level of theory is wB97M-V/def2-TZVPD.

LUMO: -1.13 eV
Multiplicity: 1
Highest occupied orbital energy: -9.04 eV
Gap between HOMO and LUMO: 0.291 Ha

XYZ file:
```
118
C28H60AsF12O16V, DFT wB97M-V/def2-TZVPD
O 18.751 21.843 -19.726
V 17.323 21.448 -20.170
O 16.303 22.696 -20.152
As 19.383 18.181 -20.999
F 18.294 16.845 -20.771
F 18.974 18.144 -22.689
F 20.433 19.542 -21.311
F 19.795 18.228 -19.327
F 20.727 17.077 -21.268
F 18.065 19.356 -20.660
C 14.788 19.404 -20.790
O 15.744 20.313 -21.352
C 16.112 19.923 -22.670
C 16.944 20.983 -23.346
O 17.799 21.549 -22.377
C 18.903 22.337 -22.785
H 13.777 19.493 -21.189
H 14.876 19.563 -19.723
H 15.091 18.396 -21.082
H 15.212 19.851 -23.303
H 16.429 18.877 -22.686
H 16.329 21.793 -23.750
H 17.467 20.541 -24.200
H 19.457 22.640 -21.901
H 18.612 23.276 -23.267
H 19.543 21.742 -23.440
C 15.001 15.659 -20.909
O 13.925 15.306 -20.048
C 13.213 16.386 -19.495
C 12.110 16.856 -20.448
O 11.451 15.743 -20.995
C 10.649 15.044 -20.061
H 15.742 16.271 -20.383
H 14.560 16.228 -21.734
H 15.479 14.753 -21.263
H 13.918 17.199 -19.278
H 12.729 16.094 -18.559
H 12.694 17.437 -21.164
H 11.362 17.470 -19.939
H 10.162 15.689 -19.326
H 11.297 14.337 -19.529
H 9.946 14.452 -20.640
C 20.290 18.402 -25.749
O 21.507 17.737 -25.940
C 22.114 17.435 -24.703
C 23.232 16.409 -24.874
O 22.720 15.091 -25.121
C 22.341 14.898 -26.462
H 19.934 18.854 -26.677
H 20.346 19.179 -24.978
H 19.487 17.714 -25.447
H 21.411 16.940 -24.021
H 22.553 18.324 -24.242
H 23.805 16.297 -23.955
H 23.973 16.680 -25.633
H 23.176 14.907 -27.171
H 21.614 15.628 -26.823
H 21.821 13.944 -26.561
C 20.883 14.151 -22.523
O 20.246 13.066 -21.893
C 19.873 13.384 -20.581
C 19.524 12.119 -19.800
O 20.589 11.205 -19.901
C 20.232 9.965 -19.349
H 21.852 14.333 -22.042
H 20.291 15.071 -22.497
H 21.070 13.925 -23.570
H 19.004 14.056 -20.569
H 20.667 13.952 -20.080
H 18.639 11.708 -20.306
H 19.244 12.367 -18.772
H 19.865 9.979 -18.320
H 21.092 9.297 -19.409
H 19.483 9.458 -19.973
C 16.906 19.029 -17.950
O 16.662 20.377 -18.372
C 16.209 21.214 -17.280
C 17.273 21.966 -16.510
O 17.800 23.002 -17.298
C 18.540 23.885 -16.477
H 17.203 18.457 -18.821
H 15.978 18.645 -17.516
H 17.649 18.937 -17.156
H 15.525 20.675 -16.620
H 15.534 21.950 -17.725
H 18.061 21.293 -16.142
H 16.803 22.382 -15.610
H 19.024 24.658 -17.078
H 19.373 23.410 -15.954
H 17.864 24.429 -15.810
C 23.183 17.548 -19.632
C 23.754 17.716 -21.032
O 24.546 18.903 -21.091
C 24.967 19.296 -22.262
O 24.644 18.796 -23.301
C 25.928 20.479 -22.193
F 25.588 21.276 -21.149
F 27.194 20.060 -21.978
F 25.922 21.217 -23.302
H 23.787 18.034 -18.868
H 23.002 16.500 -19.392
H 22.167 17.938 -19.614
H 22.922 17.811 -21.727
H 24.321 16.834 -21.331
C 22.570 21.387 -18.500
C 21.263 21.168 -17.732
O 21.431 20.938 -16.344
C 21.711 21.937 -15.529
O 22.008 23.039 -15.864
C 21.542 21.562 -14.042
F 21.502 20.237 -13.885
F 22.615 22.006 -13.369
F 20.461 22.140 -13.534
H 23.157 22.225 -18.136
H 22.241 21.500 -19.534
H 23.193 20.493 -18.442
H 20.627 20.421 -18.203
H 20.672 22.084 -17.863
```

This record from the OMol25 dataset describes a cluster of 12 separate species, C28H60Cl22N2O in total. The level of theory is wB97M-V/def2-TZVPD.

LUMO: 0.37 eV
Multiplicity: 1
Highest occupied orbital energy: -8.12 eV
Gap between HOMO and LUMO: 0.312 Ha
SMILES: CCCN[C@@H](CN)OC.ClCCCl.ClCCCl.ClCCCl.ClCCCl.ClCCCl.ClCCCl.ClCCCl.ClCCCl.ClCCCl.ClCCCl.ClCCCl

XYZ file:
```
113
C28H60Cl22N2O, DFT wB97M-V/def2-TZVPD
C -4.834 -0.845 3.079
C -5.142 -1.815 1.933
C -4.193 -3.040 1.895
N -3.366 -3.198 0.702
C -2.220 -2.321 0.577
C -2.519 -0.909 -0.012
N -1.565 -0.558 -1.087
O -1.548 -2.271 1.814
C -0.278 -1.644 1.724
H -5.689 -0.203 3.294
H -4.622 -1.412 3.987
H -3.967 -0.218 2.862
H -5.177 -1.283 0.980
H -6.160 -2.173 2.116
H -3.588 -3.045 2.799
H -4.819 -3.935 1.950
H -3.940 -3.100 -0.124
H -1.547 -2.780 -0.161
H -3.500 -0.986 -0.481
H -2.532 -0.160 0.786
H -0.911 0.128 -0.718
H -2.069 -0.087 -1.826
H 0.015 -1.441 0.695
H 0.470 -2.324 2.140
H -0.266 -0.732 2.325
Cl -4.595 -3.111 -2.608
C -5.632 -4.527 -2.292
C -5.647 -5.480 -3.458
Cl -6.483 -4.787 -4.874
H -6.630 -4.167 -2.058
H -5.226 -5.030 -1.414
H -6.180 -6.388 -3.185
H -4.638 -5.746 -3.763
Cl 0.270 2.017 -0.675
C 0.180 3.282 -1.929
C 1.537 3.604 -2.497
Cl 2.580 4.425 -1.302
H -0.291 4.157 -1.488
H -0.465 2.902 -2.720
H 1.430 4.278 -3.345
H 2.054 2.709 -2.829
Cl -1.923 -3.339 5.364
C -1.255 -1.733 4.970
C -1.438 -0.757 6.102
Cl -3.153 -0.339 6.337
H -1.737 -1.394 4.056
H -0.192 -1.870 4.773
H -0.910 0.170 5.884
H -1.062 -1.155 7.040
Cl 3.212 1.105 1.665
C 4.104 2.576 1.194
C 5.307 2.809 2.070
Cl 4.847 3.251 3.739
H 3.409 3.410 1.233
H 4.422 2.438 0.162
H 5.894 3.635 1.673
H 5.930 1.928 2.116
Cl -2.114 0.912 9.587
C -2.852 -0.437 10.496
C -1.850 -1.496 10.874
Cl -1.247 -2.408 9.465
H -3.657 -0.844 9.888
H -3.283 -0.007 11.397
H -2.323 -2.219 11.536
H -0.991 -1.066 11.383
Cl -4.627 -3.179 -9.347
C -5.147 -4.569 -8.358
C -4.348 -5.811 -8.655
Cl -4.682 -6.458 -10.284
H -6.208 -4.728 -8.537
H -5.010 -4.288 -7.316
H -4.611 -6.591 -7.943
H -3.281 -5.619 -8.585
Cl -3.890 -0.500 -10.962
C -3.239 -0.931 -12.563
C -1.744 -0.761 -12.634
Cl -1.256 0.953 -12.564
H -3.745 -0.319 -13.305
H -3.496 -1.975 -12.737
H -1.377 -1.157 -13.579
H -1.248 -1.282 -11.820
Cl 6.894 0.274 -0.321
C 8.634 0.681 -0.314
C 9.172 0.829 1.084
Cl 8.491 2.267 1.889
H 8.766 1.594 -0.882
H 9.155 -0.125 -0.827
H 10.253 0.956 1.047
H 8.944 -0.038 1.699
Cl 9.778 1.317 -3.362
C 10.729 2.782 -3.713
C 11.916 2.903 -2.793
Cl 11.417 3.222 -1.109
H 10.067 3.639 -3.619
H 11.065 2.711 -4.746
H 12.540 3.738 -3.107
H 12.515 1.997 -2.797
Cl 7.541 4.529 -4.814
C 5.941 5.317 -4.798
C 5.038 4.755 -3.731
Cl 4.557 3.074 -4.086
H 5.506 5.201 -5.787
H 6.109 6.376 -4.611
H 4.127 5.347 -3.676
H 5.514 4.764 -2.755
Cl -5.752 1.481 11.209
C -5.064 3.087 10.846
C -5.262 4.060 11.978
Cl -6.975 4.507 12.194
H -5.523 3.444 9.928
H -4.000 2.942 10.667
H -4.718 4.979 11.766
H -4.904 3.651 12.919
```

This record from the OMol25 dataset describes a cluster of 10 separate species, C28H60O18S6 in total at a distorted geometry. The level of theory is wB97M-V/def2-TZVPD.

LUMO: -0.06 eV
Multiplicity: 1
Highest occupied orbital energy: -8.45 eV
Gap between HOMO and LUMO: 0.308 Ha
Energy relative to the best compared isomer or geometry (same formula, charge and spin): 0.0 kcal/mol

XYZ file:
```
112
C28H60O18S6, DFT wB97M-V/def2-TZVPD
C 2.462 2.426 -3.924
C 3.221 1.494 -3.011
C 4.599 1.974 -2.516
O 4.654 1.419 -1.196
C 3.401 1.230 -0.741
O 3.105 0.975 0.382
O 2.525 1.317 -1.754
H 1.627 1.844 -4.320
H 3.095 2.661 -4.782
H 2.103 3.320 -3.423
H 3.362 0.506 -3.458
H 4.682 3.063 -2.514
H 5.419 1.543 -3.084
C 0.568 0.763 4.288
C -0.234 0.213 5.446
C -0.406 -1.334 5.403
O 0.678 -1.812 6.208
C 1.099 -0.812 7.016
O 1.910 -0.909 7.864
O 0.493 0.345 6.674
H 0.246 0.396 3.318
H 1.625 0.478 4.375
H 0.631 1.850 4.325
H -1.204 0.702 5.504
H -0.283 -1.765 4.414
H -1.347 -1.596 5.885
C -1.201 2.702 -3.945
C -2.152 1.594 -4.355
C -1.838 0.218 -3.708
O -3.047 -0.060 -2.997
C -3.975 0.882 -3.204
O -5.097 0.831 -2.838
O -3.474 1.913 -3.930
H -1.098 2.819 -2.862
H -1.464 3.641 -4.427
H -0.191 2.415 -4.254
H -2.064 1.517 -5.441
H -1.014 0.360 -3.019
H -1.571 -0.521 -4.451
C 3.666 5.447 2.015
C 3.379 4.042 1.522
C 2.740 3.160 2.635
O 1.399 3.035 2.212
C 1.207 3.614 1.013
O 0.154 3.651 0.469
O 2.356 4.123 0.533
H 4.338 5.363 2.882
H 2.808 5.926 2.487
H 4.203 6.012 1.258
H 4.314 3.563 1.237
H 2.874 3.665 3.593
H 3.274 2.215 2.714
C -3.693 3.442 -0.580
S -2.846 5.026 -0.357
O -3.865 6.061 -0.662
C -2.627 4.959 1.451
H -4.745 3.616 -0.354
H -3.294 2.723 0.134
H -3.553 3.101 -1.601
H -1.613 5.277 1.669
H -2.800 3.951 1.815
H -3.373 5.633 1.868
C -0.613 -4.402 1.189
S -0.877 -5.573 2.528
O -0.180 -5.011 3.716
C -2.645 -5.238 2.716
H -0.426 -3.427 1.646
H -1.429 -4.235 0.494
H 0.323 -4.660 0.691
H -2.634 -4.148 2.807
H -3.126 -5.693 3.577
H -3.216 -5.508 1.828
C -2.143 0.370 1.553
S -0.873 -0.773 0.906
O -1.554 -1.756 0.025
C 0.010 0.357 -0.163
H -2.877 0.199 0.755
H -1.853 1.408 1.658
H -2.573 -0.115 2.426
H 0.386 1.208 0.405
H -0.745 0.808 -0.816
H 0.775 -0.105 -0.770
C 2.587 -2.919 -4.488
S 1.531 -1.987 -3.379
O 0.749 -0.980 -4.167
C 0.411 -3.312 -2.974
H 2.126 -3.747 -5.031
H 3.311 -3.387 -3.816
H 3.053 -2.258 -5.215
H 0.949 -4.131 -2.498
H -0.114 -3.690 -3.855
H -0.376 -2.953 -2.307
C -4.288 -3.849 -1.385
S -5.732 -4.334 -0.420
O -5.246 -4.879 0.872
C -6.302 -2.650 -0.117
H -4.533 -3.064 -2.104
H -3.951 -4.700 -1.973
H -3.573 -3.429 -0.675
H -6.835 -2.242 -0.969
H -5.396 -2.061 0.033
H -6.886 -2.599 0.798
C 3.053 -2.433 1.095
S 3.818 -3.661 0.022
O 2.986 -3.817 -1.208
C 5.278 -2.732 -0.410
H 2.003 -2.668 1.238
H 3.078 -1.481 0.551
H 3.681 -2.280 1.969
H 4.974 -1.785 -0.868
H 5.795 -3.257 -1.215
H 5.963 -2.624 0.427
```